No. 1
The following is a DFT calculation (ωB97M-V/def2-TZVPD) of 2 unconnected molecules or ions with the total composition C9H13N4O at a distorted geometry.

```
27
C9H13N4O ωB97M-V/def2-TZVPD
C -2.66958 0.47514 -0.29439
C -2.83947 0.76366 -2.63290
C -4.04900 0.49103 -0.21892
C -4.22499 0.69067 -2.47648
C -1.95421 0.65583 -1.47524
C 1.91567 1.19505 -1.91477
C -0.54848 0.69845 -1.43548
C 0.44746 1.17627 -2.24169
C 1.25390 -1.39178 1.30385
N -4.81003 0.65910 -1.25368
N 2.05237 -0.38789 1.44838
N 1.02346 -2.40293 2.10076
N 2.83408 -0.10510 2.61531
O 2.44877 0.85540 -0.87098
H -2.10927 0.53016 0.65601
H -2.54593 0.89160 -3.61740
H -4.55778 0.29081 0.72759
H -4.94711 0.62266 -3.23940
H 2.35294 1.75790 -2.79491
H -0.14504 0.13650 -0.61622
H 0.23752 1.75137 -3.12265
H 0.62651 -1.37024 0.40650
H 1.74126 0.35814 0.76039
H 1.49804 -2.48311 3.00701
H 0.36937 -3.07386 1.73719
H 3.40690 -0.90491 2.91611
H 3.49260 0.61433 2.20136
```

Results
E (eV): -17542.6498
Multiplicity: 1
Strongest force on any atom (eV Å⁻¹): 4.68
HOMO level (eV): -12.4
Energy above the lowest of the compared OMol25 structures with the same formula, charge and spin (kcal per mole): 54.69
Total charge: +1

=====

No. 2
The following is a DFT calculation (ωB97M-V/def2-TZVPD) of 2 unconnected molecules or ions with the total composition C5H12N at a distorted geometry.

```
18
C5H12N ωB97M-V/def2-TZVPD
C -1.59654 1.78024 -0.77968
C -2.38934 0.74014 0.01058
C -1.52794 -0.06756 0.98415
C -0.47575 -0.91528 0.27123
C 0.37989 -0.32499 -0.49778
N 4.51973 -1.43042 -0.10032
H -0.67214 1.18441 -0.93089
H -2.07767 2.06211 -1.69593
H -1.29189 2.64519 -0.18148
H -3.30779 1.15892 0.45406
H -2.83380 -0.04221 -0.63449
H -1.06372 0.64966 1.66971
H -2.22941 -0.64423 1.59024
H -0.55536 -1.92782 0.67130
H 1.45350 -0.56550 -0.51788
H 4.89294 -0.61676 0.34837
H 3.82579 -1.38955 -0.81466
H 4.94950 -2.29635 0.15347
```

Results
E (eV): -6857.4754
Multiplicity: 1
Strongest force on any atom (eV Å⁻¹): 3.67
HOMO level (eV): -12.4
Energy above the lowest of the compared OMol25 structures with the same formula, charge and spin (kcal per mole): 140.28
Total charge: +1

=====

No. 3
The following is a DFT calculation (ωB97M-V/def2-TZVPD) of a gas-phase ion, C10H11N2S (charge +1) at a distorted geometry.

```
24
C10H11N2S ωB97M-V/def2-TZVPD
C 1.46019 0.69660 -3.81278
S 2.08412 0.42512 -2.06765
C 0.60482 -0.18789 -1.31296
C -0.56224 -0.48531 -1.93942
C -1.71038 -0.77792 -1.21258
C -1.72387 -0.74406 0.16166
C -0.60025 -0.46827 0.93712
C -0.73068 -0.23573 2.38111
N -1.80608 -0.56162 3.03582
C 0.31935 0.43230 2.95369
C 1.47477 0.74062 2.32791
N 1.68042 0.41576 1.01665
C 0.65162 -0.17868 0.38578
H 2.49732 0.58219 -4.36131
H 1.09170 1.68878 -4.14744
H 0.76494 -0.12544 -4.06615
H -0.65964 -0.35734 -2.97222
H -2.56811 -1.10047 -1.74289
H -2.64809 -0.95935 0.63810
H -1.92682 -0.63706 4.09975
H -2.53831 -0.89502 2.48884
H 0.18691 0.46152 4.07560
H 2.19817 1.53081 2.69223
H 2.46015 0.74047 0.44113
```

Results
E (eV): -24356.4667
SMILES string: CSc1cccc2c(=[NH2+])cc[nH]c12
Multiplicity: 1
Strongest force on any atom (eV Å⁻¹): 6.56
HOMO level (eV): -11.5
Energy above the lowest of the compared OMol25 structures with the same formula, charge and spin (kcal per mole): 5.83
Total charge: +1

=====

No. 4
The following is a DFT calculation (ωB97M-V/def2-TZVPD) of 2 unconnected molecules or ions with the total composition C29H39F12N3O10PS3 at a distorted geometry.

```
97
C29H39F12N3O10PS3 ωB97M-V/def2-TZVPD
C -0.20143 -2.05716 3.88544
C -0.25572 -0.98956 2.79178
O -1.35887 -1.05615 1.88697
C -1.35771 -2.01012 0.89313
C -2.35002 -3.15540 1.34330
C -3.14775 -2.87661 2.60255
O -3.01002 -3.59692 3.57160
O -4.09418 -1.85361 2.62662
C -3.88892 -0.88307 3.62624
C -3.54731 0.50360 3.14123
O -4.02472 -1.11123 4.80080
C -0.06974 -2.77458 0.61274
C 1.00520 -2.01875 -0.18175
C 2.27745 -2.88151 -0.16821
C 3.27398 -2.33700 0.85430
F 2.00950 -4.18596 0.20092
C 0.41529 -1.59821 -1.55108
C 1.39500 -0.56519 -2.20329
C 2.62404 -1.03964 -2.96823
C 3.17442 0.22901 -3.69469
C 4.62030 0.06470 -4.15224
C 5.70741 0.53606 -3.19886
F 6.09448 -0.44438 -2.35807
F 6.79689 0.75620 -3.98417
C 5.46300 1.90540 -2.48136
F 6.62980 2.55642 -2.42575
F 4.66211 2.69670 -3.19456
S 4.84599 1.82825 -0.68295
F 4.11116 0.43485 -0.92713
F 3.47231 2.55478 -1.07700
F 5.45382 3.24970 -0.39125
F 6.16266 1.14193 -0.21335
F 4.31774 1.77232 0.80421
S 0.17003 -2.96457 -2.69258
O -1.06385 -3.62681 -2.40634
O 1.30848 -3.80113 -2.70567
F 0.08288 -2.33718 -4.11026
C -0.89941 -0.75915 -1.31407
N -1.60355 -0.84763 -2.60824
C -1.96166 0.14839 -3.23687
S -2.46156 1.38647 -3.98622
P -0.68121 1.03565 -0.70636
O 0.05063 1.99852 -1.77536
O 0.23102 1.10025 0.63908
N -1.87420 -1.52098 -0.43513
C -3.24023 -0.87596 -0.39099
C -4.30148 -1.66841 -1.17642
C -5.41573 -2.23055 -0.31254
F -4.91353 -0.75450 -2.02287
H -0.88459 -1.78527 4.68158
H 0.79892 -2.01448 4.30928
H -0.37816 -3.07033 3.54598
H -0.37418 -0.04233 3.30711
H 0.71202 -0.88788 2.30923
H -3.05372 -3.42327 0.55200
H -1.80402 -4.06310 1.55039
H -2.60608 0.82855 3.56496
H -3.52591 0.58065 2.06267
H -4.33104 1.16200 3.50521
H -0.38153 -3.60076 -0.02751
H 0.31151 -3.26442 1.49492
H 1.25340 -1.09057 0.32030
H 2.79719 -2.95204 -1.11417
H 4.27257 -2.72757 0.68777
H 3.33321 -1.25294 0.83602
H 2.95970 -2.69888 1.83221
H 0.80245 0.01241 -2.90876
H 1.77013 0.06662 -1.40279
H 2.46772 -1.76811 -3.75298
H 3.44677 -1.35922 -2.33734
H 2.99677 1.06521 -3.02911
H 2.54961 0.34735 -4.57607
H 4.83416 -0.96354 -4.42628
H 4.75425 0.63525 -5.06565
H -0.53946 2.73018 -1.99674
H 0.87525 1.82157 0.62312
H -2.02913 -2.38694 -0.97253
H -3.55907 -0.77314 0.63794
H -3.25125 0.11804 -0.82220
H -3.86444 -2.42557 -1.83296
H -5.66965 -1.54708 0.48731
H -6.28351 -2.32477 -0.95822
H -5.18567 -3.21993 0.06983
C -0.96967 6.29697 3.54895
C -0.83898 6.69780 2.22599
C -1.36606 5.91888 1.20943
C -2.02251 4.74553 1.53679
C -2.15599 4.32899 2.84908
C -1.62423 5.11196 3.85942
N -2.60131 3.92988 0.46353
O -2.44600 4.30841 -0.68319
O -3.19393 2.91522 0.76498
H -0.56200 6.91082 4.34079
H -0.32894 7.62018 1.98682
H -1.26559 6.23090 0.18058
H -2.66818 3.41098 3.08915
H -1.72350 4.80131 4.89018
```

Results
E (eV): -130043.6425
Multiplicity: 1
Strongest force on any atom (eV Å⁻¹): 4.62
HOMO level (eV): -11.7
Total charge: +1

=====

No. 5
The following is a DFT calculation (ωB97M-V/def2-TZVPD) of a molecular structure, C35H48N5OS2Si4Y at a distorted geometry.

```
96
C35H48N5OS2Si4Y ωB97M-V/def2-TZVPD
Y -0.24491 0.50228 -0.90002
C 4.29966 1.24796 -1.21292
C 2.92072 0.92394 -1.72166
N 1.89106 1.52177 -1.18940
N 2.22607 2.52858 -0.29703
C 1.30088 3.12079 0.37382
S -0.40300 2.81787 0.47152
S 1.80603 4.45352 1.40858
C 3.51481 4.75643 0.87070
C 4.61974 3.99410 1.56719
C 5.93160 4.23994 1.16158
C 6.99442 3.58258 1.75820
C 6.76395 2.66518 2.77464
C 5.46451 2.41590 3.18335
C 4.39895 3.07592 2.58350
C 2.76350 -0.05151 -2.80632
C 3.90726 -0.42814 -3.53483
C 3.87976 -1.37115 -4.53423
C 2.67501 -1.99981 -4.84336
C 1.52853 -1.63260 -4.18111
C 1.52517 -0.64798 -3.17559
O 0.37301 -0.33838 -2.61888
H 4.25024 1.44173 -0.14367
H 4.67398 2.15879 -1.68701
H 4.99806 0.43777 -1.39466
H 3.66457 5.82898 1.00289
H 3.52262 4.53407 -0.19539
H 6.12170 4.95445 0.36778
H 8.00735 3.78976 1.43599
H 7.59298 2.15052 3.24333
H 5.27278 1.69969 3.97272
H 3.38807 2.87333 2.90959
H 4.84661 0.05963 -3.31844
H 4.78264 -1.61741 -5.07642
H 2.63551 -2.76905 -5.60388
H 0.57302 -2.07859 -4.42767
N -11.38652 0.94953 -1.41777
C -10.25030 1.05387 -1.55443
C -8.83511 1.17984 -1.72330
C -7.96535 0.52432 -0.85375
C -6.60004 0.64278 -1.01615
C -6.07869 1.41189 -2.05349
C -6.94676 2.06966 -2.91845
C -8.31357 1.95645 -2.75442
N -4.67693 1.52225 -2.22538
C -4.00592 2.33424 -3.12067
C -2.68279 2.10927 -2.92892
N -2.52072 1.16831 -1.93696
C -3.72605 0.84124 -1.53982
H -8.36427 -0.07594 -0.04805
H -5.94778 0.13720 -0.31841
H -6.56899 2.67237 -3.73122
H -8.98391 2.46995 -3.42937
H -4.50027 3.00506 -3.79737
H -1.84188 2.55291 -3.43374
H -3.93069 0.11378 -0.77204
C 2.28835 -3.13993 3.02874
Si 1.99717 -1.86183 1.65876
C 3.02957 -2.39967 0.15870
C 2.66895 -0.19831 2.26959
Si -0.22994 -1.46045 0.98221
Si -1.52933 -0.87153 2.87061
C -1.66971 -2.28263 4.12782
C -3.28843 -0.43563 2.27748
C -0.90814 0.67217 3.77044
Si -1.07057 -3.44550 0.03097
C -0.06334 -3.92501 -1.49659
C -2.85807 -3.15770 -0.56391
C -1.07533 -4.92420 1.21632
H 3.34776 -3.21533 3.28564
H 1.94734 -4.13097 2.72054
H 1.74162 -2.86868 3.93484
H 4.09719 -2.22442 0.31515
H 2.72616 -1.85198 -0.73578
H 2.89580 -3.46325 -0.05204
H 3.76008 -0.16904 2.29388
H 2.30566 0.02879 3.27557
H 2.32934 0.60691 1.61388
H -2.09594 -3.17020 3.65485
H -2.30287 -2.01607 4.97781
H -0.68508 -2.55611 4.51317
H -3.78156 -1.29578 1.81756
H -3.23252 0.37039 1.53816
H -3.91604 -0.08652 3.10077
H 0.08937 0.52572 4.19226
H -1.57432 0.94811 4.59209
H -0.85027 1.51916 3.08528
H -0.02297 -3.08802 -2.19803
H -0.48898 -4.78600 -2.01761
H 0.96607 -4.17534 -1.22973
H -2.91067 -2.23902 -1.15739
H -3.54576 -3.05637 0.27900
H -3.21710 -3.97787 -1.19002
H -0.06179 -5.13821 1.56338
H -1.46794 -5.83101 0.74924
H -1.68408 -4.70846 2.09720
```

Results
E (eV): -100801.6394
Multiplicity: 1
Strongest force on any atom (eV Å⁻¹): 1.95
HOMO level (eV): -7.4
Energy above the lowest of the compared OMol25 structures with the same formula, charge and spin (kcal per mole): 4.53

=====

No. 6
The following is a DFT calculation (ωB97M-V/def2-TZVPD) of 13 unconnected molecules or ions with the total composition H26O13 at a distorted geometry.

```
39
H26O13 ωB97M-V/def2-TZVPD
H -1.42580 0.55187 0.19404
H -0.10505 -0.19067 0.31367
H 1.61265 -1.32610 3.82152
H 1.29884 -0.56077 2.54644
H -2.71183 -3.33131 -0.89816
H -2.35581 -3.00816 0.54367
H -1.22759 1.66848 2.01030
H -1.17048 2.74436 3.08234
H 2.71331 -0.15705 -2.81672
H 3.97145 -1.00421 -2.91390
H -0.78238 -3.07499 -1.76033
H -0.63176 -1.56681 -1.64743
H 3.90000 -0.11223 1.75190
H 3.37705 -1.22604 0.85972
H 0.06451 4.91866 -0.18081
H -0.70399 4.38922 -1.38045
H -0.34363 4.79836 -2.98119
H -0.54597 3.29285 -2.93074
H -3.66430 2.81675 -0.76337
H -3.51183 1.42483 -1.35441
H 3.38274 -2.21310 -1.17917
H 2.15928 -1.31370 -1.11396
H 2.85969 -3.30633 0.62434
H 1.60602 -2.46675 0.80727
H -4.71694 -1.47157 2.63033
H -3.64127 -0.44151 2.93359
O -0.92594 -0.17661 -0.19125
O 1.44097 -0.43688 3.49166
O -2.25912 -3.69278 -0.12784
O -1.55357 2.55112 2.21926
O 3.59204 -0.17002 -3.21250
O -0.35192 -2.39151 -1.23446
O 3.47100 -0.97468 1.78545
O 0.02772 4.96974 -1.14259
O -0.82260 4.08112 -3.41147
O -3.43116 1.91198 -0.52667
O 3.06609 -1.34077 -1.43947
O 2.21725 -3.03486 1.28960
O -3.87769 -1.12994 2.30180
```

Results
E (eV): -27037.2217
Multiplicity: 1
Strongest force on any atom (eV Å⁻¹): 3.42
HOMO level (eV): -10.6
Energy above the lowest of the compared OMol25 structures with the same formula, charge and spin (kcal per mole): 108.97